# 1
{"formula": "C32H40As2N2OOsS3Si", "method": "ωB97M-V/def2-TZVPD", "total_charge": 2, "relative_energy_kj_mol": 0.0, "e_homo_ev": [-13.1, -13.1], "orbital_gap_ev": [5.76, 5.76], "elements": ["Os", "C", "C", "C", "C", "C", "C", "N", "N", "Si", "C", "C", "C", "H", "H", "H", "H", "H", "H", "H", "H", "H", "H", "H", "H", "H", "H", "H", "C", "As", "C", "C", "C", "C", "C", "C", "C", "As", "C", "C", "H", "H", "H", "H", "H", "H", "H", "H", "H", "H", "H", "H", "H", "H", "H", "H", "O", "C", "C", "C", "C", "C", "S", "C", "C", "C", "C", "S", "C", "C", "C", "C", "S", "H", "H", "H", "H", "H", "H", "H", "H", "H"], "positions_angstrom": [[-0.332, -0.069, -0.313], [-3.274, -1.636, -2.336], [-3.111, -0.167, -2.141], [-4.097, 0.711, -2.567], [-3.965, 2.072, -2.338], [-2.845, 2.577, -1.691], [-1.889, 1.660, -1.311], [-2.017, 0.334, -1.535], [-0.710, 1.819, -0.592], [0.015, 3.466, -0.255], [-0.255, 4.502, -1.778], [-0.822, 4.169, 1.240], [1.798, 3.149, 0.023], [-4.291, -1.934, -2.084], [-2.580, -2.197, -1.711], [-3.110, -1.895, -3.380], [-4.973, 0.315, -3.061], [-4.752, 2.746, -2.649], [-2.726, 3.630, -1.492], [-1.196, 5.053, -1.760], [-0.229, 3.905, -2.692], [0.543, 5.245, -1.847], [-1.911, 4.120, 1.171], [-0.549, 5.224, 1.331], [-0.523, 3.661, 2.159], [2.351, 3.131, -0.918], [1.895, 2.196, 0.524], [2.240, 3.919, 0.659], [-0.484, -2.286, -3.728], [0.387, -1.764, -2.088], [0.716, -3.539, -1.368], [2.142, -1.276, -2.675], [2.572, -1.352, -3.994], [3.907, -1.106, -4.285], [4.798, -0.775, -3.272], [4.353, -0.662, -1.962], [3.018, -0.918, -1.666], [2.273, -0.659, 0.093], [2.777, -2.250, 1.074], [3.517, 0.596, 0.862], [-0.729, -1.432, -4.356], [-1.385, -2.837, -3.492], [0.209, -2.951, -4.241], [1.651, -3.906, -1.788], [-0.102, -4.193, -1.669], [0.755, -3.530, -0.287], [1.891, -1.594, -4.798], [4.252, -1.175, -5.308], [5.838, -0.588, -3.504], [5.049, -0.367, -1.187], [3.769, -2.514, 0.707], [2.096, -3.077, 0.935], [2.818, -1.997, 2.133], [4.410, 0.027, 1.119], [3.090, 1.019, 1.768], [3.744, 1.387, 0.159], [0.229, 0.272, 1.507], [-0.453, -0.424, 2.549], [-0.707, -1.855, 2.062], [-1.553, -2.130, 1.003], [-1.701, -3.524, 0.754], [-0.967, -4.273, 1.616], [-0.097, -3.302, 2.726], [-1.834, 0.157, 2.839], [-2.450, 1.219, 2.250], [-3.768, 1.440, 2.747], [-4.116, 0.538, 3.701], [-2.853, -0.574, 4.014], [0.438, -0.251, 3.766], [1.203, 0.858, 3.996], [1.840, 0.840, 5.266], [1.528, -0.273, 5.981], [0.471, -1.304, 5.124], [-2.180, -1.376, 0.541], [-2.355, -3.944, 0.002], [-0.903, -5.349, 1.678], [-1.984, 1.834, 1.499], [-4.415, 2.240, 2.418], [-5.042, 0.464, 4.248], [1.296, 1.662, 3.279], [2.494, 1.618, 5.630], [1.862, -0.549, 6.969]]}


# 2
{"formula": "C6H10O", "method": "ωB97M-V/def2-TZVPD", "relative_energy_kj_mol": 493.9, "e_homo_ev": [-9.3, -9.3], "orbital_gap_ev": [8.61, 8.61], "elements": ["O", "C", "C", "C", "C", "C", "C", "H", "H", "H", "H", "H", "H", "H", "H", "H", "H"], "positions_angstrom": [[-1.596, 0.461, 1.920], [-1.859, 0.663, 0.757], [-1.509, -0.276, -0.377], [-0.369, -1.232, -0.010], [0.947, -0.818, -0.607], [0.638, 1.974, -0.121], [2.101, -0.701, 0.060], [-2.443, 1.557, 0.458], [-2.430, -0.820, -0.632], [-1.253, 0.342, -1.242], [-0.601, -2.245, -0.366], [-0.290, -1.285, 1.081], [0.957, -0.699, -1.692], [1.465, 2.292, -0.791], [1.047, 2.184, 0.892], [3.039, -0.519, -0.460], [2.157, -0.879, 1.132]]}


# 3
{"formula": "C20H30IN2Se2Ti", "method": "ωB97M-V/def2-TZVPD", "multiplicity": 2, "total_charge": 2, "relative_energy_kj_mol": 237.5, "e_homo_ev": [-14.0, -14.1], "orbital_gap_ev": [6.96, 5.57], "elements": ["Ti", "I", "C", "C", "C", "C", "C", "C", "C", "C", "C", "C", "H", "H", "H", "H", "H", "H", "C", "Se", "C", "C", "Se", "C", "H", "H", "H", "H", "H", "H", "H", "H", "H", "H", "C", "C", "N", "C", "C", "C", "C", "N", "H", "H", "H", "H", "H", "H", "H", "H", "H", "H", "H", "H", "H", "H"], "positions_angstrom": [[0.029, 0.390, 0.531], [2.541, 0.356, 1.665], [1.534, 1.642, -0.836], [2.706, 1.888, -1.516], [2.831, 3.166, -2.135], [1.975, 4.199, -1.891], [0.828, 3.984, -1.051], [-0.109, 4.953, -0.765], [-1.307, 4.547, -0.143], [-1.475, 3.285, 0.484], [-0.474, 2.358, 0.340], [0.667, 2.684, -0.479], [3.555, 1.224, -1.538], [3.670, 3.356, -2.821], [2.020, 5.192, -2.323], [0.041, 5.978, -1.042], [-2.148, 5.212, -0.040], [-2.396, 3.051, 1.067], [-3.589, 0.899, -0.644], [-2.556, -0.634, 0.078], [-3.429, -0.762, 1.998], [-2.807, 0.142, 3.016], [-0.851, -0.137, 3.141], [-0.539, 1.621, 3.946], [-4.336, 0.570, -1.396], [-2.895, 1.557, -1.124], [-4.142, 1.349, 0.230], [-3.203, -1.833, 2.188], [-4.548, -0.685, 1.832], [-3.188, 0.049, 4.048], [-2.987, 1.188, 2.771], [-1.437, 2.289, 3.878], [0.277, 2.042, 3.358], [-0.268, 1.499, 5.001], [-0.375, -3.795, 0.687], [-0.338, -3.623, -0.829], [0.867, -3.034, -1.440], [1.989, -3.898, -1.703], [2.868, -4.032, -0.449], [1.062, -1.700, -1.420], [2.345, -1.220, -1.925], [0.053, -0.853, -1.086], [-1.428, -4.160, 0.884], [-0.243, -2.880, 1.305], [0.292, -4.600, 1.053], [-1.204, -3.037, -1.123], [-0.458, -4.587, -1.355], [2.579, -3.430, -2.497], [1.630, -4.912, -2.063], [2.921, -3.071, 0.135], [3.859, -4.384, -0.686], [2.396, -4.812, 0.173], [2.550, -1.591, -2.945], [3.185, -1.625, -1.297], [2.305, -0.126, -1.883], [-0.850, -1.251, -1.366]]}


# 4
{"formula": "C4H8OS", "method": "ωB97M-V/def2-TZVPD", "relative_energy_kj_mol": 496.8, "e_homo_ev": -8.8, "orbital_gap_ev": 8.78, "elements": ["C", "C", "C", "C", "H", "H", "H", "H", "H", "H", "H", "H", "O", "S"], "positions_angstrom": [[-0.720, -0.265, -0.553], [0.099, -1.397, 0.051], [1.255, -0.380, -0.127], [0.310, 0.683, 0.128], [-2.184, 0.981, 1.328], [-0.708, -0.071, -1.531], [-0.242, -1.757, 1.025], [0.237, -2.299, -0.735], [1.494, -0.419, -1.317], [2.061, -0.630, 0.579], [0.053, 0.607, 1.130], [0.009, 2.704, 0.563], [0.625, 1.982, -0.361], [-2.288, 0.259, -0.178]]}


# 5
{"formula": "C4H6N2O", "method": "ωB97M-V/def2-TZVPD", "relative_energy_kj_mol": 311.0, "e_homo_ev": -8.4, "smiles": "Cn1cnc(O)c1", "orbital_gap_ev": 9.17, "elements": ["C", "N", "C", "N", "C", "O", "C", "H", "H", "H", "H", "H", "H"], "positions_angstrom": [[2.266, -0.490, 0.061], [0.988, 0.023, -0.112], [0.506, 1.213, -0.058], [-0.831, 1.135, -0.065], [-1.027, -0.165, -0.007], [-2.307, -0.594, 0.159], [0.057, -0.885, -0.109], [2.565, -0.404, 1.317], [2.673, -1.437, -0.595], [2.951, 0.285, -0.017], [1.044, 2.137, 0.315], [-3.014, -0.055, -0.216], [0.330, -1.910, -0.157]]}


# 6
{"formula": "C5H14N2", "method": "ωB97M-V/def2-TZVPD", "relative_energy_kj_mol": 301.2, "e_homo_ev": -7.3, "orbital_gap_ev": 8.22, "elements": ["C", "C", "N", "N", "C", "H", "H", "H", "H", "H", "H", "H", "H", "C", "C", "H", "H", "H", "H", "H", "H"], "positions_angstrom": [[1.079, -1.144, -1.282], [0.980, -0.240, -0.079], [1.858, -0.589, 0.978], [0.273, 1.710, -1.458], [0.594, 1.108, -0.195], [1.758, -1.550, 1.279], [1.789, 0.031, 1.774], [-0.434, 1.215, -1.986], [1.076, 1.861, -2.055], [1.106, 1.801, 0.472], [1.229, -2.181, -0.977], [1.923, -0.858, -1.919], [0.166, -1.098, -1.878], [-1.928, 0.688, 0.978], [-1.651, -0.740, 0.940], [-1.889, 1.164, 1.953], [-2.773, 1.035, 0.386], [-0.768, 1.157, 0.434], [-1.679, -1.244, 1.904], [-2.202, -1.298, 0.183], [-0.509, -0.828, 0.546]]}